A 3-piece molecular cluster, C23H45ClN6O3P overall at a distorted geometry. Source: OMol25; level of theory: wB97M-V/def2-TZVPD.

```
79
Properties=species:S:1:pos:R:3:forces:R:3:lowdin_charge:R:1
C -2.252623 -1.299695 -4.181473 0.6 -0.3 0.6 0.063
C -1.285769 -2.105026 -3.694717 -0.3 0.1 -0.2 -0.091
N -1.492186 -2.837824 -2.496210 -0.5 1.4 0.3 0.000
C -2.676785 -3.007170 -1.881697 0.4 -0.8 0.6 -0.044
N -2.578215 -3.790347 -0.825516 -0.2 0.3 -0.1 0.162
C -1.282239 -4.106457 -0.740965 0.4 0.0 -0.3 -0.387
N -0.736258 -4.915293 0.176659 -0.4 0.8 0.1 -0.084
P -1.545095 -5.883061 1.445280 -0.2 -1.2 0.0 0.549
O -0.410287 -5.743713 2.577588 -0.2 0.4 -0.3 -0.334
Cl -3.044845 -4.720099 2.215471 0.3 0.3 -0.2 0.279
N -0.579092 -3.532309 -1.748840 0.0 -0.2 0.5 0.001
C 0.836102 -3.661287 -2.054515 -0.2 0.0 -0.4 0.048
H -2.490792 -1.316722 -5.231262 0.8 1.0 -0.4 0.077
H -2.795017 -0.632830 -3.527370 -1.0 -0.7 0.2 0.077
H -0.320386 -2.211571 -4.163198 -0.2 -1.1 -0.6 0.114
H -3.611966 -2.604407 -2.214551 0.0 0.2 -0.4 0.149
H 0.260225 -5.052778 0.114796 0.2 0.0 0.2 0.095
H -0.418272 -4.856881 2.967019 0.3 0.0 0.3 0.055
H 1.446464 -2.936850 -1.528761 0.0 0.2 0.1 0.099
H 1.135118 -4.676617 -1.826155 0.1 -0.2 0.1 0.102
H 0.952990 -3.553494 -3.123611 0.2 0.1 -0.2 0.095
C 4.249758 2.708233 -3.062990 -0.1 0.1 0.1 -0.027
C 3.672849 1.326667 -3.442718 1.1 1.2 0.0 -0.489
C 2.715012 1.464993 -4.624616 -0.5 -0.2 -0.1 -0.132
C 1.377412 2.106758 -4.258663 0.1 0.0 0.1 -0.164
C 0.735710 1.383675 -3.074255 0.0 0.0 -0.7 -0.138
C 1.656253 1.254292 -1.869145 -0.2 1.1 1.1 -0.494
N 2.983456 0.698833 -2.271384 -1.1 -1.1 -1.5 -0.075
O 2.875657 -0.574333 -2.463724 0.3 -0.3 0.5 -0.043
C 1.817883 2.618034 -1.175127 0.1 0.2 -0.1 -0.024
C 1.004515 0.359205 -0.825919 0.1 -0.5 0.0 -0.039
C 4.871569 0.481301 -3.855275 -0.1 -0.5 0.1 -0.043
H 4.592891 2.720432 -2.028796 0.0 0.0 0.0 0.093
H 5.108316 2.940307 -3.690120 0.0 -0.1 -0.1 0.086
H 3.545685 3.525882 -3.203866 0.0 0.0 0.1 0.067
H 2.520533 0.472193 -5.044608 0.1 0.0 0.1 0.122
H 3.202952 2.042630 -5.411136 0.1 0.0 0.0 0.130
H 1.505266 3.167094 -4.029585 0.0 0.0 0.0 0.106
H 0.709479 2.063821 -5.120727 0.0 0.0 0.0 0.114
H -0.178586 1.906495 -2.783631 0.0 0.0 0.2 0.127
H 0.428404 0.382783 -3.400040 0.1 0.0 0.0 0.100
H 2.564230 2.562905 -0.382484 0.0 0.0 0.0 0.097
H 0.872127 2.909407 -0.720256 -0.1 -0.1 0.0 0.087
H 2.091008 3.425485 -1.847865 0.1 0.0 0.0 0.062
H 0.740659 -0.620027 -1.231103 0.1 0.0 0.0 0.051
H 0.086180 0.823195 -0.473286 0.0 0.1 0.0 0.082
H 1.655650 0.208882 0.033826 0.0 0.0 0.0 0.099
H 5.560739 0.345220 -3.021113 0.0 0.0 0.0 0.097
H 5.404398 0.986123 -4.658897 0.0 0.1 0.0 0.090
H 4.580009 -0.500189 -4.223458 0.0 0.0 0.1 0.077
C -1.332848 1.543987 5.887898 -0.2 -0.1 0.0 -0.029
C -0.656709 1.458692 4.501477 -0.1 0.3 1.5 -0.490
C -1.017114 2.691838 3.673670 -0.3 0.0 -0.5 -0.130
C -2.460317 2.685590 3.166154 0.1 -0.1 0.0 -0.166
C -2.768727 1.386970 2.421114 0.3 0.4 -0.1 -0.133
C -2.437208 0.136695 3.233318 -1.3 -0.5 0.7 -0.496
N -1.055209 0.202269 3.793588 0.4 1.0 -1.7 -0.083
O -0.196905 -0.082630 2.868968 0.2 -0.5 0.3 -0.036
C -3.474976 -0.043129 4.356358 0.0 0.1 0.2 -0.028
C -2.577308 -1.104190 2.363481 0.3 -0.2 -0.3 -0.072
C 0.841921 1.445316 4.775274 0.3 -0.2 -0.4 -0.043
H -1.440095 0.555928 6.335119 0.0 0.0 0.0 0.092
H -0.723757 2.139768 6.565173 0.1 0.0 -0.1 0.086
H -2.310195 2.021482 5.865256 0.0 -0.1 0.0 0.066
H -0.344089 2.757251 2.814002 0.1 -0.1 0.0 0.121
H -0.838018 3.584800 4.274935 0.0 0.0 0.1 0.129
H -3.159215 2.824893 3.994091 0.0 0.0 0.0 0.104
H -2.613985 3.533738 2.496948 0.0 0.0 0.0 0.115
H -3.823050 1.359923 2.138111 0.0 -0.1 0.0 0.126
H -2.198129 1.374802 1.486168 0.1 -0.1 0.0 0.115
H -3.189719 -0.860065 5.019786 0.0 0.0 0.0 0.094
H -4.443534 -0.291439 3.922846 0.0 0.0 -0.1 0.089
H -3.632524 0.846766 4.957724 0.1 0.0 0.0 0.062
H -1.960540 -1.060231 1.464657 0.1 0.0 0.1 0.067
H -3.612556 -1.214461 2.041072 -0.1 0.1 0.1 0.087
H -2.301587 -1.997342 2.923457 0.0 0.0 0.0 0.049
H 1.128312 0.561753 5.347121 0.0 0.0 0.0 0.095
H 1.106780 2.327474 5.355366 -0.1 0.0 0.1 0.089
H 1.430218 1.467684 3.859860 -0.1 -0.1 0.0 0.077
```
Forces are in eV/Å.

Computed properties:
total charge	+1
gap between HOMO and LUMO (spin up / spin down)	6.717 / 7.646	eV
calculated total energy	-2258.82222	a.u.
2S+1	3
HOMO energy (spin up / spin down)	-10.4916 / -11.4236	eV

=====

A 3-piece molecular cluster, C23H45F12N2O6PSSi overall at a distorted geometry. Source: OMol25; level of theory: wB97M-V/def2-TZVPD.

```
91
Properties=species:S:1:pos:R:3:forces:R:3:lowdin_charge:R:1
O -3.537236 2.914151 1.417257 4.6 -2.2 -2.1 -0.391
S -2.091810 2.340824 1.145188 -3.8 3.0 7.6 0.716
O -1.356998 2.408468 2.514411 -1.1 -1.1 -4.8 -0.383
C -2.338308 0.556979 0.625703 0.3 -3.4 -3.2 -0.243
F -1.116322 0.093698 -0.133312 -3.5 1.5 2.2 -0.024
F -3.475270 0.360727 -0.349625 3.6 0.8 3.3 -0.006
C -2.522642 -0.506054 1.863569 1.8 -2.2 -0.2 -0.098
F -1.269655 -0.575078 2.704850 -4.5 0.5 -2.8 0.034
F -2.619544 -1.870808 1.226008 0.0 4.3 2.1 0.027
C -3.847117 -0.260628 2.797888 -2.4 1.4 1.9 -0.079
F -5.120648 -0.098452 2.041781 4.5 -0.6 2.0 0.043
F -3.746410 0.964238 3.675926 0.1 -4.2 -3.2 0.033
C -4.132137 -1.512219 3.870598 -1.8 -0.6 2.2 -0.124
F -5.278567 -1.052553 4.740230 4.0 -1.7 -3.0 0.024
F -4.622550 -2.749060 3.190959 2.3 4.4 2.7 0.033
F -2.992086 -1.735681 4.792179 -4.0 0.4 -3.6 0.055
Si -1.116415 3.568574 -0.402456 1.6 -0.5 -1.8 0.462
C 0.446220 2.715385 -1.134998 0.1 -1.3 -0.4 -0.312
C 1.434668 2.004383 -0.038448 1.4 0.5 -1.3 -0.225
C 2.521424 1.091158 -0.922759 0.1 0.8 0.3 -0.156
C 3.596607 2.103303 -1.702781 -0.3 -0.1 -0.3 -0.229
O 4.388573 2.933563 -0.771781 -1.9 1.3 -0.8 -0.158
C -0.892620 5.406529 0.108598 -0.7 0.8 1.0 -0.215
C 0.527880 5.783364 0.825387 -0.1 1.6 0.5 -0.241
O 1.735188 5.410750 0.047390 -0.9 -0.5 2.2 -0.083
C 0.620350 5.299965 2.424254 1.0 1.0 1.2 -0.177
F 1.613473 6.256192 3.043400 -2.9 -3.1 -1.6 -0.013
F 1.202902 3.949584 2.594360 -2.3 4.5 -0.3 0.027
F -0.652212 5.526240 3.166001 4.4 -1.3 -2.5 0.027
P -2.602913 3.607247 -2.080638 -2.0 0.7 -2.0 0.789
O -4.151032 3.008748 -1.558447 1.3 0.8 -1.3 -0.384
O -1.967852 2.751495 -3.457039 -1.8 -1.3 2.2 -0.380
H 0.047654 1.841429 -1.843126 0.7 1.9 1.4 0.089
H 0.987447 3.495282 -1.837553 -1.0 -1.6 1.6 0.099
H 0.891152 1.384875 0.792219 1.0 1.2 -1.8 0.108
H 2.083144 2.856707 0.451314 -1.4 -1.9 -0.7 0.088
H 3.060281 0.386154 -0.159709 -0.7 1.3 -1.7 0.116
H 1.995716 0.458518 -1.768442 0.9 1.2 1.8 0.118
H 3.004424 2.866939 -2.404163 1.2 -2.0 1.3 0.121
H 4.391717 1.484592 -2.340136 -1.9 1.3 1.4 0.133
H 3.985903 3.871930 -0.806887 1.0 -2.4 0.0 0.098
H -1.118697 6.063839 -0.861491 0.8 -1.5 2.1 0.118
H -1.773357 5.668707 0.869211 2.0 -0.4 -1.5 0.124
H 0.558962 6.976119 0.887298 -0.2 -2.7 0.2 0.177
H 2.468300 5.109219 0.667783 -1.5 0.7 -0.8 0.117
H -4.884047 3.554158 -1.970132 1.5 -0.8 0.5 0.072
H -2.281366 1.792409 -3.472344 0.7 1.6 0.1 0.077
C 6.688818 -3.222295 -1.135985 0.0 -0.1 0.1 -0.095
C 7.310735 -1.947626 -0.573230 -0.3 0.0 0.1 -0.273
N 6.543931 -1.355295 0.524006 -0.2 0.3 0.1 -0.192
C 6.954486 0.013391 0.850776 -0.2 0.0 -0.3 -0.255
C 8.368080 0.216592 1.384278 0.2 0.2 0.2 -0.092
C 6.281048 -2.221075 1.676332 -0.2 -0.2 -0.3 -0.252
C 7.479783 -2.839154 2.386194 0.2 -0.1 0.3 -0.090
H 5.645019 -3.059161 -1.425794 0.1 0.0 0.1 0.078
H 7.237194 -3.542205 -2.028311 0.0 0.1 0.1 0.072
H 6.726258 -4.046361 -0.417068 0.0 0.1 -0.1 0.064
H 7.359367 -1.228080 -1.400912 0.0 0.1 0.3 0.117
H 8.345181 -2.155045 -0.279365 0.2 -0.1 0.0 0.096
H 6.242240 0.447537 1.563922 0.0 -0.3 -0.1 0.112
H 6.845450 0.624350 -0.055501 0.0 -0.2 0.0 0.106
H 8.465817 -0.132168 2.413441 0.1 0.0 -0.1 0.055
H 8.607483 1.285678 1.388736 0.0 -0.1 0.0 0.073
H 9.122003 -0.281628 0.769255 -0.1 0.0 0.1 0.068
H 5.626006 -3.037009 1.346791 0.1 0.1 -0.1 0.101
H 5.676663 -1.676079 2.413650 0.2 0.2 -0.3 0.115
H 8.195963 -3.286115 1.691469 -0.1 0.1 0.0 0.068
H 7.136679 -3.637412 3.054130 0.0 0.1 -0.1 0.074
H 8.003970 -2.111235 3.007442 0.1 -0.1 -0.1 0.054
C -6.648615 -4.337668 -3.916690 0.0 0.1 -0.1 -0.096
C -6.474308 -4.322000 -2.400899 0.2 0.0 -0.1 -0.272
N -5.225540 -3.698270 -1.960092 0.3 -0.1 0.2 -0.187
C -4.907452 -3.959478 -0.553242 0.0 -0.3 -0.1 -0.244
C -5.859680 -3.403351 0.499442 0.0 0.0 0.3 -0.088
C -4.990186 -2.323784 -2.409464 0.0 -0.2 -0.3 -0.248
C -6.041267 -1.275619 -2.063813 -0.1 0.4 0.1 -0.087
H -5.783166 -4.793286 -4.410177 -0.1 0.1 0.1 0.079
H -7.533290 -4.925113 -4.184200 0.1 0.1 0.1 0.072
H -6.790709 -3.331043 -4.321467 0.0 -0.1 0.0 0.063
H -6.483465 -5.369106 -2.071271 0.2 0.2 0.2 0.118
H -7.348732 -3.844435 -1.946179 -0.2 0.0 0.0 0.097
H -3.893054 -3.601504 -0.335973 -0.1 0.1 -0.2 0.101
H -4.851907 -5.047837 -0.415812 -0.1 0.1 -0.2 0.111
H -5.758285 -2.322227 0.605515 -0.1 -0.1 0.0 0.044
H -5.621917 -3.840407 1.475520 -0.1 0.0 -0.2 0.059
H -6.904728 -3.640796 0.284097 0.1 0.0 0.0 0.072
H -4.872703 -2.337506 -3.500077 -0.1 -0.1 0.1 0.101
H -4.014427 -1.980001 -2.041159 -0.1 -0.3 0.1 0.107
H -7.058422 -1.611091 -2.283322 0.1 0.0 0.0 0.069
H -5.864260 -0.371638 -2.657582 0.0 -0.1 0.1 0.071
H -5.990237 -0.979360 -1.014903 -0.1 0.0 -0.1 0.049
```
Forces are in eV/Å.

Computed properties:
SMILES	O=S(=O)(C(F)(F)C(F)(F)C(F)(F)C(F)(F)F)[Si@](CCCCO)(C[C@H](O)C(F)(F)F)P(O)O.CCN(CC)CC.CCN(CC)CC
gap between HOMO and LUMO	6.971	eV
calculated total energy	-3691.34037	a.u.
2S+1	1
HOMO energy	-8.0386	eV

=====

Question: Which of these has the highest calculated total energy?
Answer: C23H45ClN6O3P

=====

Question: The highest 2S+1 belongs to which entry?
Answer: C23H45ClN6O3P

=====

Question: Look up the calculated total energy of the first one.
Answer: -2258.82222 a.u.

=====

Question: Number 2 is which compound?
Answer: C23H45F12N2O6PSSi